1.
93
Properties=species:S:1:pos:R:3:forces:R:3:lowdin_spin:R:1 method="wB97M-V/def2-TZVPD" total_energy_ev=-118411.7789 total_charge=-1 molar_mass_da=825.803 relative_energy_kj_mol=0.00 spin_multiplicity=2 largest_force_ev_per_a=1.62 homo_energy_ev="-4.7 / -4.9"
Cd 0.70160 0.51899 0.15387 -0.3 -0.1 -0.7 0.0015
O 3.02065 0.93681 3.47119 0.2 -0.1 0.1 0.0001
C 2.13243 1.22993 2.68361 0.5 1.2 0.6 0.0007
O 1.27902 0.43438 2.19143 -0.5 -0.5 0.2 0.0035
C 1.95889 2.75008 2.33235 -0.1 -0.6 0.3 0.0023
C 0.48587 3.10260 2.07535 -0.2 0.2 1.1 0.0397
C 0.29386 4.62698 2.19147 -0.1 -0.2 0.0 0.0020
C 0.95218 5.10085 0.88061 0.0 -0.1 -0.2 0.0007
C 1.37061 3.75251 0.26164 0.6 0.8 -0.5 0.0010
O 0.32600 2.88634 0.67562 -0.4 -0.4 -0.2 0.0027
C 2.61129 3.22683 1.00882 0.4 -0.2 -0.4 0.0014
C 3.37179 2.18157 0.14086 0.5 1.0 0.5 0.0002
O 4.58317 2.29072 0.04085 0.1 0.0 0.0 0.0002
O 2.65510 1.35336 -0.52153 -0.3 -0.5 -0.4 0.0000
H 2.36786 3.30900 3.17918 -0.1 -0.1 -0.1 0.0000
H -0.23929 2.48803 2.63564 0.3 0.3 -0.4 0.0307
H -0.76928 4.87306 2.22177 0.0 0.0 0.0 0.0010
H 0.77283 5.02939 3.08283 0.0 0.0 0.0 0.0000
H 0.23962 5.61292 0.23063 0.0 0.0 0.1 0.0001
H 1.81342 5.74588 1.04530 0.0 0.1 -0.1 0.0001
H 1.45477 3.75561 -0.82662 -0.1 -0.1 0.2 0.0002
H 3.33743 4.02245 1.19985 -0.2 -0.1 -0.1 0.0001
C -1.64639 0.38819 5.91065 0.0 0.1 -0.2 0.0254
C -1.58513 1.62694 5.01158 0.1 0.1 0.5 0.0869
C -1.69079 1.32099 3.56570 -0.8 -1.1 -0.6 0.4774
N -2.19387 0.31978 3.04541 0.4 1.1 1.1 0.2446
H -1.71139 0.66856 6.96147 0.0 0.0 0.0 0.0037
H -0.74886 -0.20685 5.76314 0.0 -0.1 0.0 0.0012
H -2.51217 -0.21461 5.64265 0.0 -0.1 0.1 0.0035
H -0.64561 2.15857 5.18537 -0.1 0.1 0.0 0.0045
H -2.40207 2.31729 5.25358 0.1 0.0 0.0 0.0014
C 5.33579 -3.07386 -0.23870 0.2 0.0 0.0 0.0000
C 4.61355 -2.53553 0.81265 0.1 0.0 0.2 0.0000
C 3.28045 -2.21193 0.64258 -0.1 0.0 0.1 0.0000
C 2.63697 -2.44072 -0.57030 -0.4 0.3 0.0 0.0001
C 3.37719 -2.96749 -1.61967 -0.2 0.0 -0.2 0.0000
C 4.71805 -3.27424 -1.46090 0.1 -0.1 -0.1 0.0000
Ge 0.74222 -1.83621 -0.70557 0.0 -1.4 -0.4 0.0003
C 0.31849 -2.04961 -2.65527 0.1 0.2 0.5 0.0001
C 1.00879 -1.24035 -3.55368 0.1 0.0 0.2 0.0000
C 0.67169 -1.19918 -4.89289 0.1 0.1 -0.2 0.0000
C -0.38210 -1.96463 -5.36688 -0.1 0.0 -0.1 0.0000
C -1.06929 -2.78663 -4.49006 -0.1 -0.1 -0.2 0.0000
C -0.71109 -2.83546 -3.15472 -0.1 -0.1 0.2 0.0000
C -0.30369 -3.30841 0.17055 0.3 0.6 -0.2 -0.0001
C -1.69162 -3.29946 0.07137 0.0 0.1 -0.1 -0.0001
C -2.46884 -4.20513 0.76942 -0.2 -0.1 0.0 0.0000
C -1.86826 -5.12326 1.61459 -0.1 -0.1 0.0 0.0000
C -0.48918 -5.13802 1.73478 0.0 -0.1 0.1 0.0000
C 0.28485 -4.24919 1.00750 0.2 0.1 0.0 0.0000
H 6.38205 -3.32244 -0.11033 0.0 0.0 0.0 0.0000
H 5.09462 -2.34890 1.76192 0.0 0.0 0.1 0.0000
H 2.73010 -1.75465 1.45730 0.0 0.1 0.1 0.0000
H 2.89646 -3.12573 -2.57877 0.0 0.0 0.0 0.0000
H 5.28639 -3.66383 -2.29533 0.0 -0.1 -0.1 0.0000
H 1.82776 -0.63641 -3.17678 0.1 0.1 -0.1 0.0000
H 1.22456 -0.56683 -5.57712 0.1 0.0 0.0 0.0000
H -0.66041 -1.92379 -6.41283 0.0 0.0 0.0 0.0000
H -1.89280 -3.38868 -4.85060 0.0 -0.1 0.0 0.0000
H -1.24236 -3.49848 -2.48472 -0.1 0.0 0.0 0.0000
H -2.16675 -2.55368 -0.55644 -0.1 0.0 0.0 0.0000
H -3.54646 -4.18740 0.66954 -0.1 0.0 0.0 0.0000
H -2.47407 -5.81763 2.18207 0.0 0.0 0.0 0.0000
H -0.01665 -5.83646 2.41183 0.1 -0.1 0.0 0.0000
H 1.36374 -4.26639 1.10427 0.0 0.0 0.0 0.0000
C -4.29731 -1.41860 2.31072 0.1 0.1 -0.2 0.0064
C -3.70483 -0.46098 1.27928 0.0 0.1 0.1 -0.0007
C -4.59837 0.76023 1.08565 0.1 -0.2 -0.1 0.0013
C -2.27767 -0.04893 1.67308 0.1 -0.3 -1.0 0.0404
H -5.28714 -1.75063 1.99754 -0.1 -0.1 0.0 0.0006
H -4.38842 -0.92582 3.27650 0.0 0.0 0.1 0.0035
H -3.65540 -2.28681 2.43072 0.0 -0.2 0.1 0.0004
H -3.63577 -0.97317 0.31547 0.1 0.0 0.0 0.0002
H -4.65173 1.35601 1.99460 0.0 0.1 0.2 0.0011
H -5.60538 0.43349 0.83026 -0.1 0.1 0.0 0.0000
H -4.21360 1.37990 0.27837 0.0 0.1 -0.1 0.0004
H -1.92966 0.75553 0.99920 -0.1 -0.1 0.2 0.0081
H -1.61588 -0.91527 1.54416 -0.1 0.1 0.0 -0.0004
C 0.15998 2.60201 -5.34918 0.1 0.2 0.1 0.0000
N -0.25162 1.98322 -4.12337 0.2 0.0 0.0 0.0000
C -1.60865 1.59371 -3.85016 -0.2 -0.2 0.3 0.0001
C -1.50507 1.17625 -2.36313 -0.3 0.1 -0.6 0.0001
O -2.40808 0.72287 -1.69914 -0.3 -0.1 0.1 0.0013
N -0.23618 1.40290 -1.96042 0.6 0.1 0.8 0.0001
C 0.47457 1.85305 -2.98473 -0.6 0.2 -0.4 0.0000
N 1.75457 2.17097 -2.87172 0.2 -0.1 -0.1 0.0000
H -0.49684 2.26586 -6.15008 0.1 0.0 0.0 0.0000
H 1.18162 2.31575 -5.60089 0.0 0.0 -0.1 0.0000
H 0.10800 3.69585 -5.28771 0.0 0.0 -0.1 0.0000
H -1.92296 0.74590 -4.46460 0.0 0.0 0.0 0.0000
H -2.31516 2.41963 -3.97970 0.0 0.0 0.1 0.0000
H 2.22263 1.83696 -1.99027 0.1 0.1 -0.1 0.0000
H 2.31062 2.33356 -3.69351 -0.1 0.0 0.0 0.0000

2.
96
Properties=species:S:1:pos:R:3:forces:R:3:lowdin_spin:R:1 method="wB97M-V/def2-TZVPD" total_energy_ev=-98333.0504 total_charge=-1 molar_mass_da=1077.824 relative_energy_kj_mol=62.71 spin_multiplicity=2 largest_force_ev_per_a=1.38 homo_energy_ev="-3.1 / -4.3"
In 0.56985 -0.34046 1.68472 0.7 0.4 0.5 0.2686
O -3.97104 0.63403 0.33353 0.1 -0.1 0.8 0.0027
C -2.80301 0.23173 0.86443 -0.3 0.2 -0.2 0.0083
O -1.86287 -0.09156 0.18742 -0.4 -0.1 1.3 0.0490
C -2.78100 0.27936 2.35571 -0.1 0.0 0.3 0.0081
C -3.84308 0.76843 3.09882 0.0 0.0 -0.2 0.0019
C -3.73484 0.75761 4.48385 0.1 0.0 0.1 -0.0001
C -2.57666 0.27659 5.06626 -0.2 0.0 0.0 0.0025
C -1.53544 -0.13596 4.24043 0.2 -0.2 0.1 0.0068
N -1.65013 -0.14399 2.92372 -0.1 0.3 -0.3 0.0765
C -0.18988 -0.58960 4.82192 -0.1 0.1 0.1 0.0051
O -0.21685 -1.04296 5.96475 0.0 0.0 0.0 0.0014
O 0.80359 -0.40987 4.05722 -0.2 -0.1 -0.3 0.0487
H -3.86853 0.60818 -0.63120 -0.1 -0.1 0.0 0.0001
H -4.71781 1.14610 2.59117 0.0 0.0 0.0 0.0004
H -4.54571 1.12502 5.09996 0.0 0.0 0.0 0.0001
H -2.45296 0.20453 6.13703 0.1 0.0 0.0 0.0002
C -0.42588 3.03150 2.63659 0.1 -0.2 0.0 0.0028
C -0.72177 3.10282 1.16427 -0.3 0.2 -0.3 0.0038
O -1.66902 3.84641 0.75834 0.0 -0.1 0.3 0.0029
N 0.03584 2.41927 0.30854 0.2 0.1 0.1 0.0264
Te -0.58769 3.24708 -1.40383 0.0 -0.2 -0.2 0.0070
C 0.69083 2.42761 -2.93664 0.0 0.1 -0.1 0.0000
C 0.29662 2.75233 -4.24812 -0.1 0.0 0.1 0.0001
C -0.96812 3.51629 -4.56703 0.1 -0.1 0.1 0.0003
C 1.08781 2.34846 -5.31703 0.0 0.0 0.0 0.0000
C 2.26850 1.64684 -5.12549 0.0 0.0 0.0 0.0000
C 3.10842 1.19169 -6.28880 0.0 0.0 0.1 0.0000
C 2.65263 1.36357 -3.82502 0.0 0.0 -0.1 0.0000
C 1.89385 1.74414 -2.72166 0.0 -0.1 0.2 -0.0001
C 2.39201 1.35161 -1.36120 0.0 0.1 -0.1 -0.0002
C -2.29787 2.08625 -1.89978 0.1 0.1 -0.2 0.0004
C -2.19570 0.71928 -2.17490 0.3 0.1 -0.2 0.0004
C -0.93318 -0.08574 -2.03887 0.2 0.0 -0.6 0.0012
C -3.35192 0.04561 -2.57552 0.0 -0.1 -0.3 0.0001
C -4.57556 0.68412 -2.69378 -0.1 0.0 -0.2 0.0001
C -5.80886 -0.06020 -3.13249 0.1 0.0 0.0 0.0000
C -4.64730 2.03911 -2.38136 -0.1 0.1 -0.1 0.0000
C -3.52589 2.75835 -1.99365 0.1 0.1 -0.1 0.0003
C -3.65854 4.23321 -1.71757 0.0 -0.1 0.0 0.0003
H -0.25511 4.04940 2.98722 0.0 0.0 0.0 0.0000
H 0.45093 2.42422 2.85700 0.0 0.0 0.0 0.0011
H -1.29747 2.64453 3.16326 0.0 0.0 0.0 0.0000
H -1.04708 4.43192 -3.97468 0.0 0.0 0.0 0.0002
H -1.85532 2.91391 -4.36797 -0.1 0.0 0.0 0.0000
H -0.98375 3.79793 -5.61895 0.0 0.0 0.0 0.0000
H 0.77284 2.59674 -6.32531 0.0 0.0 0.0 0.0000
H 2.75437 1.62158 -7.22527 0.0 0.0 0.0 0.0000
H 3.07379 0.10411 -6.37768 0.0 0.0 0.0 0.0000
H 4.15219 1.47518 -6.14831 0.0 0.0 0.0 0.0000
H 3.57928 0.82679 -3.64822 0.0 0.0 0.0 0.0000
H 3.47745 1.43526 -1.30552 0.0 0.0 0.0 0.0000
H 2.14431 0.30437 -1.15834 0.0 0.0 0.0 0.0008
H 1.96061 1.93920 -0.55923 0.1 -0.1 0.0 -0.0005
H -0.24427 0.35638 -1.32130 0.0 -0.1 -0.1 0.0032
H -0.42940 -0.18204 -3.00343 0.0 0.1 -0.1 0.0001
H -1.17004 -1.08334 -1.67081 0.1 0.1 -0.2 -0.0002
H -3.27813 -1.01619 -2.78428 0.0 0.0 0.0 0.0000
H -5.56581 -1.07635 -3.43873 0.0 0.0 0.0 0.0000
H -6.28321 0.45108 -3.97166 0.0 0.0 0.0 0.0000
H -6.53959 -0.11090 -2.32313 0.0 0.0 0.0 0.0000
H -5.60152 2.55095 -2.45404 0.0 0.0 0.0 0.0000
H -4.70966 4.51447 -1.66621 0.0 0.0 0.0 0.0000
H -3.19400 4.81910 -2.51599 0.0 0.0 0.0 0.0001
H -3.18112 4.49475 -0.77350 0.0 0.0 0.0 0.0001
C 1.11232 -4.09347 4.63245 -0.1 0.0 -0.1 0.0002
C 1.35855 -3.26085 3.39166 0.3 -0.2 0.2 0.0008
O 0.10978 -2.99560 2.73709 -0.1 0.1 -0.2 0.0126
P -0.24210 -3.56853 1.27067 -0.1 -0.5 0.1 0.0102
O -1.66767 -3.32792 1.01543 -0.1 0.1 -0.1 -0.0008
Te 1.33682 -2.60359 -0.26208 0.1 -0.1 0.0 0.2254
O 0.02803 -5.16066 1.39000 -0.1 0.3 0.0 0.0007
C 1.22871 -5.86757 1.11981 0.2 -0.1 -0.1 0.0088
C 0.97518 -6.91847 0.05635 -0.1 0.1 0.1 0.0022
H 2.06121 -4.26538 5.14426 0.0 0.0 0.0 0.0000
H 0.66261 -5.05391 4.37494 0.0 0.0 0.0 0.0001
H 0.44330 -3.55627 5.30472 0.0 0.0 0.0 0.0001
H 2.04751 -3.76277 2.70812 0.0 0.0 -0.1 -0.0001
H 1.78543 -2.29675 3.67216 0.0 -0.1 -0.1 0.0001
H 1.55953 -6.33934 2.04994 0.0 0.1 0.0 0.0002
H 2.01197 -5.18371 0.78152 0.0 0.0 0.1 0.0082
H 0.17684 -7.59090 0.37222 0.0 0.0 0.0 0.0000
H 1.88226 -7.50077 -0.11661 0.0 0.0 0.0 0.0001
H 0.67865 -6.44061 -0.87766 0.0 0.0 0.0 0.0020
S 2.80278 1.18398 2.04165 -0.3 0.1 -0.1 0.1694
C 4.30384 0.28683 2.05683 0.1 -0.1 0.0 0.0192
C 4.37908 -1.10683 1.95761 0.0 0.1 0.1 0.0002
C 5.60279 -1.75764 1.98959 0.0 0.0 0.0 -0.0002
C 6.78568 -1.04360 2.12348 0.0 0.0 0.0 -0.0004
C 6.72585 0.34162 2.22229 0.0 0.0 0.0 0.0013
C 5.50713 0.99779 2.18390 -0.1 0.0 0.0 0.0077
H 3.46522 -1.67849 1.86194 0.0 0.0 0.0 -0.0014
H 5.63261 -2.83914 1.91674 0.0 0.0 0.0 0.0000
H 7.73826 -1.55815 2.15124 0.0 0.0 0.0 0.0000
H 7.63874 0.91439 2.34149 0.0 0.0 0.0 0.0002
H 5.45601 2.07648 2.26860 0.1 0.0 0.0 0.0021